{
  "formula": "C57H41I4N6PtSSb",
  "method": "wB97M-V/def2-TZVPD",
  "homo_lumo_gap_ev": [4.39, 4.42],
  "spin_multiplicity": 1,
  "charge": 2,
  "elements": ["Pt", "I", "C", "C", "C", "C", "C", "C", "C", "C", "C", "C", "C", "C", "C", "C", "C", "C", "I", "C", "C", "C", "N", "C", "C", "C", "C", "C", "C", "I", "C", "C", "C", "C", "C", "C", "N", "C", "C", "C", "C", "C", "N", "C", "C", "C", "C", "I", "C", "C", "C", "C", "N", "H", "H", "H", "H", "H", "H", "H", "H", "H", "H", "H", "H", "H", "H", "H", "H", "H", "H", "H", "H", "H", "H", "H", "H", "C", "Sb", "C", "C", "H", "H", "H", "H", "H", "H", "H", "H", "H", "S", "C", "C", "C", "N", "C", "C", "C", "C", "C", "N", "C", "C", "H", "H", "H", "H", "H", "H", "H", "H"],
  "positions_angstrom": [[0.688918, 1.255720, 0.037191], [5.575725, -4.158658, -6.409149], [4.643386, -2.905338, -5.055151], [4.682156, -1.528802, -5.239620], [4.056348, -0.692711, -4.329794], [3.363752, -1.212370, -3.235382], [3.362594, -2.597447, -3.050612], [3.992165, -3.440745, -3.950180], [2.644974, -0.347054, -2.267063], [1.827881, 0.677983, -2.718837], [1.652485, 1.107844, -4.080133], [0.989610, 2.285506, -4.049430], [0.665088, 2.557777, -2.678920], [-0.082902, 3.660470, -2.251685], [-0.287342, 4.762618, -3.236996], [-1.502862, 4.926630, -3.892698], [-1.674999, 5.957158, -4.805096], [-0.631320, 6.842392, -5.046411], [-0.888379, 8.393777, -6.394908], [0.581863, 6.693241, -4.386640], [0.753917, 5.648349, -3.489991], [-0.662259, 3.781842, -1.002627], [-0.529136, 2.880808, 0.039355], [-1.379557, 3.285667, 1.033731], [-1.567157, 2.614998, 2.251695], [-2.708953, 2.999325, 3.124324], [-2.879802, 4.298805, 3.598170], [-3.968488, 4.622882, 4.390962], [-4.905872, 3.647859, 4.714700], [-6.534058, 4.130488, 5.897925], [-4.741362, 2.345281, 4.262010], [-3.640730, 2.025966, 3.481567], [-0.718174, 1.618394, 2.712727], [-0.643409, 1.169212, 4.073225], [0.480776, 0.423983, 4.188103], [1.097050, 0.374564, 2.894824], [0.351767, 1.078280, 2.010498], [2.262241, -0.356226, 2.583420], [2.729146, -0.563990, 1.306701], [3.892286, -1.335614, 0.963708], [3.981149, -1.351233, -0.380639], [2.878448, -0.581747, -0.897364], [2.151520, -0.085413, 0.135163], [3.015828, -0.942740, 3.724740], [3.138739, -2.322385, 3.864792], [3.849491, -2.860533, 4.926519], [4.467426, -2.014441, 5.839187], [5.588040, -2.812364, 7.388608], [4.346441, -0.635976, 5.711700], [3.612024, -0.104526, 4.662598], [-2.064273, 4.473263, 0.606687], [-1.598877, 4.796380, -0.619715], [1.139756, 1.550177, -1.892306], [5.212410, -1.106391, -6.081826], [4.164784, 0.377811, -4.443837], [2.844128, -3.023806, -2.200490], [3.982963, -4.509990, -3.789138], [1.982636, 0.574784, -4.953671], [0.712675, 2.912574, -4.880715], [-2.320139, 4.240841, -3.699645], [-2.618228, 6.071349, -5.321074], [1.389874, 7.389240, -4.564166], [1.699166, 5.536097, -2.972611], [-2.130446, 5.053310, 3.393374], [-4.086293, 5.633103, 4.757835], [-5.470638, 1.585918, 4.508113], [-3.511425, 1.006467, 3.134963], [-1.335220, 1.439734, 4.852695], [0.868412, -0.052443, 5.072931], [4.563745, -1.793149, 1.669653], [4.759368, -1.795259, -0.977285], [2.662671, -2.980814, 3.146938], [3.928380, -3.933089, 5.038103], [4.827978, 0.022966, 6.420724], [3.528341, 0.970671, 4.557947], [-2.812503, 4.998508, 1.174005], [-1.874235, 5.641990, -1.227206], [-3.350039, 1.628471, -0.539976], [-1.800467, 0.179681, -0.446759], [-2.057550, -0.556711, -2.406820], [-2.840285, -1.317241, 0.623301], [-4.218944, 1.062727, -0.878240], [-3.093444, 2.397411, -1.265588], [-3.552154, 2.088288, 0.421781], [-3.134452, -0.680242, -2.523206], [-1.551073, -1.506349, -2.547298], [-1.691718, 0.168877, -3.132132], [-3.891185, -1.162278, 0.377863], [-2.693791, -1.232378, 1.697580], [-2.498502, -2.288983, 0.281450], [0.070910, -6.571180, 0.068023], [0.184105, -4.791685, 0.067253], [-0.043370, -4.053405, 1.223936], [-0.083994, -2.674628, 1.135311], [0.092842, -1.999864, -0.006439], [0.377354, -2.716770, -1.097184], [0.438999, -4.100720, -1.110249], [-1.714088, -6.656633, 0.160958], [-2.362594, -6.687183, 1.385279], [-3.751028, -6.685336, 1.388805], [-4.489776, -6.658814, 0.282091], [-3.850340, -6.661476, -0.885645], [-2.467243, -6.656258, -1.002668], [-0.211483, -4.547855, 2.171062], [-0.273924, -2.074694, 2.021173], [0.551286, -2.154028, -2.009061], [0.650757, -4.635929, -2.026551], [-1.806703, -6.720829, 2.312491], [-4.294923, -6.709834, 2.326043], [-4.474034, -6.668795, -1.772080], [-1.990678, -6.653140, -1.973651]],
  "forces_ev_per_a": [[-1.49, -0.14, -0.04], [0.08, -0.10, -0.11], [-0.06, 0.05, 0.07], [-0.01, 0.02, 0.07], [0.15, 0.04, 0.05], [0.01, 0.06, 0.02], [-0.14, -0.04, -0.09], [0.00, 0.06, 0.04], [0.21, -0.14, 0.07], [-0.33, -0.04, -0.01], [-0.07, -0.04, 0.03], [0.00, 0.04, 0.05], [-0.19, 0.13, -0.05], [0.09, -0.03, -0.30], [-0.12, -0.06, 0.07], [0.00, 0.00, -0.05], [0.02, -0.04, 0.06], [0.01, -0.07, 0.05], [-0.02, 0.11, -0.09], [-0.01, -0.06, 0.05], [0.01, 0.04, -0.04], [-0.05, -0.10, 0.19], [0.22, 0.27, -0.01], [-0.08, -0.01, 0.00], [-0.01, 0.22, 0.08], [0.09, 0.05, -0.01], [0.07, 0.00, 0.11], [0.01, -0.03, -0.03], [0.08, -0.02, -0.04], [-0.12, 0.04, 0.07], [0.05, 0.01, -0.05], [-0.09, 0.01, -0.09], [0.12, -0.06, -0.05], [-0.02, -0.04, -0.05], [0.00, -0.04, 0.00], [0.06, -0.46, -0.02], [0.04, 0.34, 0.08], [-0.15, 0.13, 0.36], [0.04, -0.01, -0.26], [-0.09, 0.06, 0.07], [-0.08, 0.00, -0.12], [0.12, -0.06, -0.13], [0.41, 0.25, 0.17], [-0.04, -0.05, -0.08], [-0.05, -0.01, 0.05], [0.00, 0.03, -0.06], [-0.04, 0.03, -0.04], [0.05, -0.05, 0.11], [-0.03, 0.01, -0.06], [0.06, -0.01, 0.02], [-0.03, -0.11, 0.10], [0.17, 0.04, -0.03], [0.29, 0.03, -0.01], [0.03, 0.00, 0.02], [-0.06, 0.00, -0.04], [0.05, -0.01, -0.01], [-0.03, 0.00, -0.01], [0.07, 0.01, 0.02], [-0.01, 0.00, 0.01], [0.00, 0.00, -0.01], [0.00, 0.01, 0.00], [0.00, 0.00, -0.02], [0.01, -0.01, -0.01], [-0.03, 0.02, -0.05], [0.02, -0.01, 0.02], [0.02, -0.01, 0.03], [-0.03, 0.00, -0.01], [-0.01, 0.01, -0.01], [0.02, 0.01, 0.00], [0.00, 0.05, 0.03], [-0.05, -0.03, -0.03], [0.01, -0.01, 0.00], [0.02, 0.00, -0.01], [0.00, -0.01, 0.01], [-0.01, 0.00, 0.01], [0.01, -0.01, 0.01], [0.00, -0.02, -0.03], [0.16, 0.15, 0.07], [0.48, -0.07, -0.28], [0.42, 0.11, -0.17], [0.19, -0.01, 0.40], [0.01, -0.02, 0.00], [-0.02, 0.00, -0.01], [-0.10, -0.07, 0.01], [0.00, -0.01, 0.03], [-0.03, -0.01, 0.02], [-0.01, -0.01, -0.01], [0.02, 0.07, -0.01], [-0.03, 0.00, 0.00], [-0.04, 0.00, -0.04], [0.14, -0.05, 0.01], [-0.15, -0.02, -0.04], [0.04, 0.02, 0.00], [0.15, 0.08, 0.04], [-0.35, -0.42, -0.13], [0.00, 0.02, 0.09], [0.06, -0.01, 0.00], [0.01, 0.13, 0.02], [0.01, -0.04, 0.00], [-0.08, -0.01, -0.04], [0.09, -0.02, -0.01], [-0.07, 0.00, 0.06], [0.01, 0.00, 0.01], [0.00, 0.01, 0.00], [-0.05, -0.02, 0.00], [-0.03, -0.03, -0.01], [-0.03, 0.01, -0.01], [0.00, -0.01, 0.00], [0.01, 0.01, 0.01], [0.00, 0.01, -0.01], [-0.01, -0.02, 0.00]]
}

---

{
  "formula": "C57H44AgN2OP2S",
  "method": "wB97M-V/def2-TZVPD",
  "homo_lumo_gap_ev": 6.49,
  "spin_multiplicity": 1,
  "charge": -1,
  "elements": ["Ag", "C", "C", "C", "C", "C", "C", "C", "C", "C", "S", "C", "N", "H", "H", "H", "H", "H", "H", "H", "H", "C", "C", "C", "C", "N", "C", "C", "C", "C", "C", "C", "C", "H", "H", "H", "H", "H", "H", "H", "H", "O", "C", "C", "C", "C", "C", "C", "P", "C", "C", "C", "C", "C", "C", "C", "C", "C", "C", "C", "C", "C", "C", "C", "C", "C", "C", "P", "C", "C", "C", "C", "C", "C", "C", "C", "C", "C", "C", "C", "H", "H", "H", "H", "H", "H", "H", "H", "H", "H", "H", "H", "H", "H", "H", "H", "H", "H", "H", "H", "H", "H", "H", "H", "H", "H", "H", "H"],
  "positions_angstrom": [[-0.286422, 0.037069, 1.415236], [2.024871, 2.818740, 3.135800], [2.959450, 1.651185, 2.992031], [4.325669, 1.789571, 3.355474], [5.169161, 0.745526, 3.146187], [4.677318, -0.458164, 2.589888], [5.535068, -1.546943, 2.309983], [5.001050, -2.682852, 1.768609], [3.621957, -2.779917, 1.517075], [2.730490, -1.752737, 1.784533], [1.029526, -2.024156, 1.515037], [3.291116, -0.533060, 2.310696], [2.472557, 0.538503, 2.507608], [2.398881, 3.541269, 3.863455], [1.031192, 2.475082, 3.423771], [1.929130, 3.330131, 2.173411], [4.676694, 2.727302, 3.768485], [6.225022, 0.820094, 3.387240], [6.594283, -1.459185, 2.523161], [5.639164, -3.528018, 1.535843], [3.220956, -3.697287, 1.103341], [-0.436681, -0.466648, 6.221747], [-1.820730, -0.461338, 6.316562], [-2.561163, 0.117802, 5.303008], [-1.901122, 0.695067, 4.213329], [-0.568899, 0.709195, 4.144397], [0.136168, 0.128473, 5.109499], [-2.661924, 1.253530, 3.059285], [-3.842961, 1.954483, 3.326810], [-4.626211, 2.436640, 2.290250], [-4.228681, 2.191404, 0.981368], [-3.045654, 1.505709, 0.734834], [-2.204395, 1.028495, 1.747941], [0.184883, -0.932917, 6.974675], [-2.318456, -0.926466, 7.159656], [-3.642841, 0.096279, 5.322589], [1.213126, 0.131077, 4.969411], [-4.140926, 2.143087, 4.354164], [-5.531174, 2.994772, 2.500562], [-4.834184, 2.547082, 0.153556], [-2.760364, 1.346980, -0.305158], [-1.761687, 0.336115, -3.013612], [-2.385071, -0.750818, -3.582899], [-3.391787, -0.569413, -4.523286], [-4.036655, -1.678669, -5.040425], [-3.685418, -2.955430, -4.607525], [-2.697356, -3.110055, -3.650478], [-2.022860, -2.008828, -3.120571], [-0.789296, -2.093372, -1.743799], [0.318196, -3.437241, -2.316330], [0.543904, -3.692852, -3.668846], [1.506247, -4.610548, -4.069508], [2.265543, -5.284145, -3.123720], [2.062666, -5.023029, -1.774436], [1.104422, -4.104187, -1.374160], [-1.847036, -2.949774, -0.513723], [-1.991395, -4.330240, -0.381521], [-2.864802, -4.855834, 0.559388], [-3.612847, -4.008730, 1.369599], [-3.487634, -2.634696, 1.234215], [-2.607192, -2.110995, 0.297720], [-0.821894, 1.052411, -3.708543], [-0.695055, 0.988665, -5.092579], [0.259562, 1.773995, -5.721856], [1.087036, 2.605067, -4.980519], [0.969883, 2.616981, -3.597902], [0.026747, 1.839328, -2.933460], [-0.040235, 1.666789, -1.090556], [1.763310, 1.761736, -0.758462], [2.458712, 2.927829, -0.447685], [3.832280, 2.893834, -0.245693], [4.524506, 1.696895, -0.370801], [3.840365, 0.531302, -0.686902], [2.464813, 0.560746, -0.866011], [-0.604778, 3.339424, -0.592429], [-1.145225, 4.268488, -1.477487], [-1.676303, 5.467293, -1.012837], [-1.667979, 5.755926, 0.342835], [-1.132757, 4.834900, 1.235749], [-0.616849, 3.636020, 0.772938], [-3.653912, 0.435005, -4.831205], [-4.821682, -1.548152, -5.775061], [-4.197562, -3.823812, -5.002790], [-2.447274, -4.101662, -3.290437], [-0.039473, -3.173342, -4.420019], [1.662012, -4.797717, -5.125133], [3.016832, -5.999869, -3.434346], [2.660904, -5.528853, -1.026469], [0.976739, -3.885165, -0.318840], [-1.405706, -5.000865, -0.999341], [-2.957291, -5.930379, 0.665203], [-4.286932, -4.423467, 2.109588], [-4.054896, -1.957464, 1.861036], [-2.506523, -1.034009, 0.211276], [-1.333345, 0.337911, -5.672757], [0.354973, 1.726288, -6.800051], [1.836257, 3.214562, -5.469359], [1.649673, 3.223400, -3.011730], [1.921916, 3.864935, -0.349003], [4.361405, 3.803297, 0.014732], [5.593073, 1.666272, -0.194220], [4.368583, -0.413000, -0.746199], [1.924899, -0.361292, -1.057529], [-1.159982, 4.060698, -2.540321], [-2.100131, 6.173147, -1.717467], [-2.087059, 6.686665, 0.705834], [-1.141442, 5.034013, 2.300791], [-0.255085, 2.903110, 1.484587]],
  "forces_ev_per_a": [[-0.14, -0.12, 0.32], [-0.01, 0.03, -0.04], [-0.02, 0.07, 0.03], [-0.04, 0.01, -0.06], [0.00, 0.01, -0.02], [0.07, -0.03, 0.00], [-0.05, 0.01, 0.01], [-0.05, -0.02, -0.02], [0.02, -0.01, -0.01], [0.01, -0.01, 0.01], [0.09, 0.09, -0.03], [-0.14, 0.11, -0.05], [0.01, -0.09, 0.00], [-0.01, -0.02, 0.02], [0.01, -0.05, 0.02], [0.04, -0.01, 0.04], [0.00, -0.01, 0.01], [-0.02, -0.01, 0.00], [0.00, 0.00, 0.01], [0.00, 0.00, -0.01], [0.02, -0.01, 0.01], [0.02, -0.01, -0.01], [-0.02, 0.00, 0.01], [0.00, 0.01, -0.01], [-0.04, -0.03, -0.05], [0.07, 0.01, 0.02], [-0.03, 0.03, -0.01], [-0.03, 0.04, 0.06], [-0.01, 0.01, -0.03], [0.02, -0.01, 0.01], [0.00, -0.01, -0.02], [-0.05, 0.01, 0.03], [0.16, 0.03, 0.02], [-0.01, 0.00, 0.00], [0.01, 0.00, -0.01], [0.01, -0.01, 0.01], [0.00, 0.02, 0.02], [0.00, 0.00, -0.01], [0.00, 0.00, 0.00], [0.00, 0.00, 0.01], [0.00, 0.00, 0.01], [-0.25, 0.29, -0.01], [0.12, -0.03, -0.04], [-0.03, -0.03, 0.00], [0.00, -0.05, 0.01], [-0.01, 0.06, -0.01], [-0.02, -0.01, 0.02], [-0.06, -0.13, 0.01], [0.24, -0.12, 0.10], [0.00, 0.03, -0.20], [-0.04, -0.02, 0.01], [0.02, -0.03, 0.01], [0.01, 0.02, -0.01], [-0.04, 0.03, -0.07], [0.03, -0.09, 0.09], [-0.16, -0.03, -0.08], [0.06, 0.03, 0.02], [-0.01, 0.05, 0.02], [-0.01, -0.04, 0.00], [0.05, 0.01, -0.04], [-0.05, 0.02, -0.02], [-0.03, -0.25, -0.02], [0.01, 0.09, -0.03], [-0.01, -0.01, 0.02], [-0.02, -0.04, 0.04], [0.08, 0.01, -0.04], [0.13, 0.04, 0.04], [0.03, 0.17, 0.00], [0.02, 0.05, -0.10], [0.00, 0.00, 0.00], [0.00, -0.04, -0.01], [0.01, 0.02, 0.03], [-0.05, -0.03, 0.05], [0.05, 0.00, 0.02], [-0.03, 0.00, -0.08], [0.01, 0.04, 0.00], [0.01, -0.02, 0.01], [0.01, -0.01, 0.01], [0.00, -0.01, -0.02], [0.00, 0.03, 0.04], [-0.02, -0.02, 0.01], [0.00, -0.01, 0.01], [0.01, 0.01, 0.00], [0.01, 0.01, 0.00], [0.02, -0.01, -0.01], [0.00, 0.00, 0.00], [0.00, 0.00, -0.01], [0.00, -0.01, 0.01], [-0.01, 0.02, -0.04], [0.00, 0.01, 0.00], [0.00, 0.01, 0.00], [0.00, 0.00, 0.00], [0.00, 0.00, 0.01], [0.01, -0.09, 0.02], [0.02, 0.00, 0.01], [0.01, 0.01, 0.01], [-0.01, 0.00, 0.00], [0.00, 0.01, 0.01], [0.01, -0.01, -0.02], [0.00, 0.00, 0.00], [0.00, 0.00, -0.01], [0.00, 0.00, 0.00], [-0.02, -0.01, 0.00], [0.00, -0.01, 0.01], [0.01, 0.00, 0.00], [0.00, 0.00, -0.01], [0.00, 0.00, -0.01], [-0.01, 0.01, -0.05]]
}

---

Q: Which E values were calculated for the entries above? A: -121724.057 -98266.024, in eV.
Q: Which molar mass values were calculated for the entries above? A: 1666.52 974.88, in g mol⁻¹.
Q: Which ΔE to the lowest compared entry with this formula, charge and spin values were calculated for the entries above? A: 21.2 37.3, in kJ/mol.